# 1
Formula: C7H15NO4
Source: the OMol25 dataset
Level of theory: ωB97M-V/def2-TZVPD

## Properties
SMILES = OCCC1(O)[C@@H](O)CNC[C@@H]1O
LUMO level = 0.6 eV
total charge = 0
HOMO energy = -8.895 eV
multiplicity = 1
energy relative to the best compared isomer or geometry (same formula, charge and spin) = 70.66 kJ/mol

CARTESIAN COORDINATES (ANGSTROEM)
C 0.77018 -2.30681 1.26290
C 1.24827 -0.92174 0.68362
C 0.30316 -0.26803 -0.34885
C 0.86378 1.05885 -0.96730
C 0.36812 2.34824 -0.22051
C -1.76806 1.04605 -0.40791
C -1.13468 -0.15357 0.27620
H 0.23726 -4.08466 0.55537
H -0.11501 -2.08564 1.93282
H 1.58901 -2.70703 1.84425
H 1.23614 -0.26618 1.56787
H 2.24057 -0.95293 0.20606
H 0.04026 -1.94640 -1.06534
H 2.01759 1.06838 -0.87153
H 0.86207 0.25993 -2.69417
H 0.30749 3.14546 -0.95011
H 1.03277 2.65751 0.60705
H -1.53714 3.04898 0.03009
H -2.83654 1.23362 -0.21835
H -1.62478 0.93167 -1.47347
H -1.67588 -1.03620 0.03766
H -1.05682 0.89051 1.91567
N -1.05646 2.22212 0.20221
O 0.34669 -3.13786 0.21026
O 0.09968 -1.08073 -1.45206
O 0.48008 1.06262 -2.35866
O -1.23775 -0.02618 1.69623

Atoms 1-2, force components in eV/Å:
-0.917 2.317 0.334
-0.404 -0.084 0.108

---

# 2
Formula: C6H10O
Source: the OMol25 dataset
Level of theory: ωB97M-V/def2-TZVPD

## Properties
LUMO level = 1.0 eV
total charge = 0
HOMO energy = -8.036 eV
multiplicity = 1
energy relative to the best compared isomer or geometry (same formula, charge and spin) = 326.74 kJ/mol

CARTESIAN COORDINATES (ANGSTROEM)
C -2.03634 -0.20009 0.26758
C -0.64806 -0.09667 0.86630
O -0.07921 -1.38056 1.23013
C 1.12983 -1.04929 0.56900
C 0.65976 -0.79132 -1.07495
C 0.56201 0.21403 -0.02525
C 1.20195 1.56132 -0.15749
H -2.39597 0.79417 -0.02148
H -2.05680 -0.84420 -0.61598
H -2.73416 -0.61447 1.00267
H -0.66592 0.56531 1.74154
H 1.61440 -1.78657 -0.09480
H 1.48355 -0.66573 -1.78120
H -0.15614 -1.42718 -1.38564
H 0.57317 2.20747 -0.77904
H 1.34286 2.03056 0.82027
H 2.18073 1.47126 -0.63931

Atoms 1-2, force components in eV/Å:
0.014 0.011 -0.022
-0.205 0.201 0.031

---

# 3
Formula: C5H17NO5
Source: the OMol25 dataset
Level of theory: ωB97M-V/def2-TZVPD

## Properties
SMILES = C[C@H](O)CCNC=O.O.O.O
LUMO level = 0.5 eV
total charge = 0
HOMO energy = -9.807 eV
multiplicity = 1
energy relative to the best compared isomer or geometry (same formula, charge and spin) = 165.08 kJ/mol

CARTESIAN COORDINATES (ANGSTROEM)
C -1.30544 0.08304 -1.10933
N -2.05557 -0.35561 0.10040
C -2.94667 0.36740 0.83088
O -3.62844 -0.20894 1.66854
C 0.16403 0.05619 -0.73359
C 1.05220 1.23788 -1.10851
C 1.29032 1.25520 -2.61724
O 2.28823 1.23813 -0.41223
H -1.46873 -0.64839 -1.89749
H -1.84520 0.99599 -1.35148
H -1.75479 -1.24354 0.46663
H -3.14645 1.42658 0.63879
H 0.66524 -0.83491 -1.12754
H 0.37639 -0.20347 0.30105
H 0.49586 2.13716 -0.80941
H 0.62995 1.95286 -3.14758
H 1.07259 0.31262 -3.11912
H 2.28465 1.57416 -2.91433
H 2.70806 2.06966 -0.59302
H 2.40938 -1.22149 2.63067
H 0.94230 -1.50585 2.72291
O 1.79840 -1.91266 2.88590
H -0.51790 0.42339 1.80197
H -0.49175 1.30438 3.07331
O 0.07001 0.87397 2.42273
H 0.48511 -3.31379 -0.28705
H 0.46184 -2.71070 1.18496
O -0.03365 -3.14925 0.49919

Atoms 1-2, force components in eV/Å:
-0.865 -0.683 1.879
0.688 0.815 -0.954

---

# 4
Formula: C14H23Cl2N5O3PdSi
Source: the OMol25 dataset
Level of theory: ωB97M-V/def2-TZVPD

## Properties
LUMO level = -0.3 eV
total charge = 0
HOMO energy = -7.282 eV
multiplicity = 1
energy relative to the best compared isomer or geometry (same formula, charge and spin) = 0.00 kJ/mol

CARTESIAN COORDINATES (ANGSTROEM)
Pd -1.09358 0.13313 0.33300
C 0.42483 5.29920 0.50289
N 0.71549 3.99366 -0.08247
C 2.11311 3.59210 0.01492
C -0.20897 2.98546 0.04044
N 0.07540 1.76406 0.27357
N -1.52373 3.40526 -0.18535
C -2.64295 2.61240 -0.14949
N -3.79147 3.25173 -0.53066
N -2.59482 1.38543 0.19949
H 1.22327 5.98002 0.21881
H 0.37460 5.25913 1.59600
H -0.50457 5.72461 0.12965
H 2.72867 4.42945 -0.30491
H 2.31409 2.74448 -0.63498
H 2.39540 3.31064 1.03419
H 1.05036 1.52038 0.42666
H -1.61141 4.25900 -0.70989
H -3.87019 4.23353 -0.32142
H -4.64688 2.73397 -0.41497
H -3.45354 0.84184 0.21107
Cl 5.95130 -4.12898 -0.02888
C 4.87075 -2.76848 0.11121
C 5.40864 -1.47168 0.05499
C 4.59753 -0.38944 0.16397
Cl 5.28165 1.20435 0.09972
C 3.15850 -0.48821 0.33968
O 2.44293 0.50841 0.45052
C 2.65990 -1.83585 0.37878
C 1.27699 -2.17240 0.55220
O 0.22854 -1.48905 0.64926
C 3.53588 -2.94699 0.27161
H 6.47473 -1.33962 -0.07197
H 1.11739 -3.26265 0.62831
H 3.12451 -3.94844 0.31324
C -1.59476 -2.90216 -1.76944
Si -2.59274 -2.70909 -0.18836
C -4.39074 -3.06283 -0.61556
C -2.06830 -4.00663 1.06032
O -2.55326 -1.19427 0.40493
H -1.76973 -3.88420 -2.21738
H -0.52081 -2.79451 -1.61057
H -1.90013 -2.14771 -2.49960
H -4.53089 -4.08336 -0.98084
H -4.74777 -2.37896 -1.38972
H -5.02289 -2.93438 0.26642
H -2.19785 -5.01409 0.65602
H -2.68441 -3.92599 1.95917
H -1.02805 -3.89224 1.36542

Atoms 1-2, force components in eV/Å:
-0.401 -0.197 0.262
-0.007 0.005 0.003

---

# 5
Formula: C29H60N4O6PS
Source: the OMol25 dataset
Level of theory: ωB97M-V/def2-TZVPD

## Properties
LUMO level = 2.1 eV
total charge = -1
HOMO energy = -3.967 eV
multiplicity = 1

CARTESIAN COORDINATES (ANGSTROEM)
C 8.10135 0.19112 -0.10318
C 8.15920 -0.45741 -1.61405
C 6.68675 -0.80025 -2.26378
O 5.69309 -1.29194 -1.25883
C 4.38686 -0.91651 -1.84199
C 3.10712 -1.75288 -1.25123
C 3.22246 -1.64410 0.41188
O 2.88715 -2.62150 1.25740
O 3.78309 -0.40234 1.03872
C 3.16231 -3.37561 -1.65330
C 4.22882 -4.45191 -1.02635
C 4.21785 -6.04538 -1.41222
C 3.09600 -6.59637 -2.47324
C 2.01834 -5.59112 -3.19344
C 2.06926 -3.97469 -2.76664
N 1.75096 -1.26635 -1.70381
C 1.81629 -0.29860 -2.86109
C 0.27823 0.00412 -3.41345
C 0.22905 0.70560 -4.89423
S 1.86917 1.35432 -5.52432
P 0.72067 -0.70149 -0.36683
C 0.82711 1.18274 -0.07895
C -1.07102 -1.32216 -0.58799
H 7.91677 1.36135 -0.16513
H 9.18114 0.06140 0.38136
H 7.34481 -0.36861 0.59683
H 8.83722 -1.43119 -1.64742
H 8.68218 0.36132 -2.30576
H 6.30881 0.20330 -2.77808
H 6.73979 -1.62512 -3.10908
H 4.30092 0.26208 -1.70961
H 4.48982 -1.08393 -3.01553
H 5.02928 -4.02072 -0.25993
H 4.98283 -6.78187 -0.92057
H 3.04599 -7.73585 -2.73877
H 1.19155 -5.93855 -3.97995
H 1.26967 -3.29781 -3.31852
H 2.35441 -0.87330 -3.75010
H 2.28591 0.74493 -2.61873
H -0.36133 0.66296 -2.67895
H -0.31597 -1.02661 -3.51228
H -0.15307 -0.08663 -5.68673
H -0.53100 1.59524 -4.92110
H 2.70240 1.79846 -4.48534
H 0.10424 1.73844 -0.81336
H 0.40976 1.37398 1.02289
H 1.93747 1.55188 -0.10135
H -1.79597 -0.41958 -0.77002
H -1.07869 -2.03704 -1.54414
H -1.44205 -2.01287 0.30569
C -2.53162 2.10041 5.57562
C -2.75788 2.69598 4.18831
C -2.02064 1.93373 3.06325
O -0.61777 2.20526 2.99156
C 0.17245 1.44716 3.89409
N -2.38254 4.11746 4.21266
H -1.54173 2.32860 5.97633
H -3.26311 2.50323 6.28655
H -2.65218 1.01198 5.55898
H -3.83288 2.62866 3.98061
H -2.43327 2.26984 2.10367
H -2.20619 0.85423 3.11736
H -0.22318 0.43840 4.04450
H 0.25808 1.97125 4.84783
H 1.17905 1.36469 3.47462
H -2.61855 4.53296 3.31002
H -1.35960 4.16144 4.23675
C -5.46853 -3.20516 4.17901
C -5.69478 -2.60959 2.79170
C -4.95755 -3.37184 1.66664
O -3.55468 -3.10030 1.59495
C -2.76446 -3.85840 2.49748
N -5.31945 -1.18811 2.81605
H -4.47864 -2.97696 4.57972
H -6.20002 -2.80234 4.88994
H -5.58908 -4.29358 4.16237
H -6.76979 -2.67690 2.58400
H -5.37018 -3.03573 0.70706
H -5.14309 -4.45133 1.72075
H -3.16009 -4.86717 2.64789
H -2.67883 -3.33431 3.45122
H -1.75785 -3.94087 2.07801
H -5.55545 -0.77261 1.91342
H -4.29651 -1.14413 2.84014
C -1.95194 4.36693 -2.90667
C -2.83189 3.63513 -1.89639
C -3.92832 4.52939 -1.27315
O -3.45217 5.42573 -0.26480
C -2.88995 6.62771 -0.76767
N -1.97427 3.03435 -0.86410
H -1.23171 5.03646 -2.43179
H -1.37439 3.64754 -3.49968
H -2.56011 4.95520 -3.60205
H -3.33689 2.82501 -2.43677
H -4.64804 3.87429 -0.76630
H -4.49288 5.07161 -2.04123
H -3.39913 6.97718 -1.67064
H -1.82365 6.49139 -0.95757
H -2.98914 7.39592 0.00435
H -2.55733 2.47253 -0.24162
H -1.64459 3.79475 -0.26240

Atoms 1-2, force components in eV/Å:
0.904 -0.196 0.001
0.057 -0.011 -0.103

---

# 6
Formula: C5H9NO
Source: the OMol25 dataset
Level of theory: ωB97M-V/def2-TZVPD

## Properties
SMILES = CC1(C)CNC1=O
LUMO level = 0.9 eV
total charge = 0
HOMO energy = -9.546 eV
multiplicity = 1
energy relative to the best compared isomer or geometry (same formula, charge and spin) = 115.36 kJ/mol

CARTESIAN COORDINATES (ANGSTROEM)
C 1.65004 0.53730 -0.10824
C 0.18739 0.05940 0.08317
C 0.19822 -1.15901 1.01880
C -1.20995 0.92999 0.25856
N -1.53990 0.45389 -1.07738
C -0.44458 -0.33138 -1.25527
O -0.10689 -1.09270 -2.12976
H 2.25531 -0.33942 -0.39845
H 2.10862 0.92535 0.80725
H 1.79222 1.26383 -0.91463
H 0.40705 -0.85969 2.05072
H 0.96777 -1.88465 0.72237
H -0.76187 -1.68322 0.98612
H -1.84188 0.48081 1.04315
H -1.37715 2.01956 0.33758
H -2.37134 0.54830 -1.64063

Atoms 1-2, force components in eV/Å:
-0.205 0.196 0.063
-0.089 -0.028 0.065

---

# 7
Formula: C4H5NOS
Source: the OMol25 dataset
Level of theory: ωB97M-V/def2-TZVPD

## Properties
LUMO level = -1.0 eV
total charge = 0
HOMO energy = -8.313 eV
multiplicity = 1
energy relative to the best compared isomer or geometry (same formula, charge and spin) = 309.38 kJ/mol

CARTESIAN COORDINATES (ANGSTROEM)
C -0.06602 0.64460 0.35849
C -1.33696 0.19078 0.59432
C 0.95774 0.19225 -0.47206
C -1.97048 -1.05254 0.07786
N 1.28568 -1.09369 -0.52609
O -3.01002 -1.25668 -0.55088
S 0.74241 -2.39514 0.31620
H 0.03177 1.61146 0.83980
H -2.09542 0.75345 1.22581
H 1.70182 0.96219 -0.76937
H -1.22862 -1.85993 0.24629
H 2.02927 -1.34143 -1.09878

Atoms 1-2, force components in eV/Å:
-3.141 0.820 1.375
-1.511 0.298 0.023

---

# 8
Formula: C5H12O3
Source: the OMol25 dataset
Level of theory: ωB97M-V/def2-TZVPD

## Properties
SMILES = CCOOC(C)(C)O
LUMO level = 0.9 eV
total charge = 0
HOMO energy = -9.895 eV
multiplicity = 1
energy relative to the best compared isomer or geometry (same formula, charge and spin) = 306.60 kJ/mol

CARTESIAN COORDINATES (ANGSTROEM)
C 1.25563 0.15373 -0.06007
C -1.87732 0.39849 0.33429
C 2.58682 0.36055 0.66875
C 1.30299 -1.04173 -1.00521
C -3.17564 -0.34471 0.06384
O 0.33038 -0.02379 1.00179
O -0.90184 -0.59428 0.59864
O 0.92128 1.28068 -0.83098
H 0.95384 2.06541 -0.27055
H -1.58386 0.99791 -0.53791
H -1.98029 1.05896 1.20542
H 2.88408 -0.55782 1.16347
H 1.44755 -1.95288 -0.43324
H 0.36687 -1.10744 -1.55231
H 2.47482 1.13976 1.41950
H 3.34637 0.65374 -0.05028
H 2.11740 -0.90651 -1.70952
H -3.05388 -1.00614 -0.78927
H -3.44774 -0.94241 0.92918
H -3.96747 0.36847 -0.14554

Atoms 1-2, force components in eV/Å:
0.351 -0.322 -0.217
-0.164 0.545 -0.122

---

# 9
Formula: C3H3N2O2
Source: the OMol25 dataset
Level of theory: ωB97M-V/def2-TZVPD

## Properties
SMILES = O=C1N[N-][C@H]2O[C@@H]12
LUMO level = 4.5 eV
total charge = -1
HOMO energy = -1.955 eV
multiplicity = 1
energy relative to the best compared isomer or geometry (same formula, charge and spin) = 309.61 kJ/mol

CARTESIAN COORDINATES (ANGSTROEM)
C -0.83965 -0.28952 0.20633
C 1.58176 0.05924 0.06517
C 0.10926 0.64359 0.82717
N -0.29315 -1.18265 -0.67179
N 1.08016 -0.93831 -0.63935
O -0.48247 -0.34005 1.64065
O 2.72656 0.50897 0.14170
H -1.89038 -0.05453 0.04925
H 0.00353 1.68126 1.10873
H 1.61739 -1.51943 -1.26811

Atoms 1-2, force components in eV/Å:
-0.218 0.274 -1.128
-2.525 1.552 1.712

---

# 10
Formula: H3N2O2
Source: the OMol25 dataset
Level of theory: ωB97M-V/def2-TZVPD

## Properties
SMILES = NON[O-]
LUMO level = 5.4 eV
total charge = -1
HOMO energy = -1.529 eV
multiplicity = 1
energy relative to the best compared isomer or geometry (same formula, charge and spin) = 72.81 kJ/mol

CARTESIAN COORDINATES (ANGSTROEM)
N 1.33788 -0.12561 0.33323
N -1.06021 0.46386 -0.17148
O -1.72980 -0.55914 0.46451
O 0.06303 0.92200 0.34699
H 0.97664 -0.76244 0.90044
H 1.37278 -0.30626 -0.61599
H -0.96031 0.36760 -1.25770

Atoms 1-2, force components in eV/Å:
1.577 5.317 -0.292
-1.595 -0.230 -1.329

---

# 11
Formula: C6H11P
Source: the OMol25 dataset
Level of theory: ωB97M-V/def2-TZVPD

## Properties
LUMO level = 0.1 eV
total charge = 0
HOMO energy = -8.304 eV
multiplicity = 1
energy relative to the best compared isomer or geometry (same formula, charge and spin) = 514.79 kJ/mol

CARTESIAN COORDINATES (ANGSTROEM)
C -2.03518 -1.79666 0.19369
C -0.61514 -1.43935 0.80089
C -1.25656 -0.63334 -0.22590
C -2.02049 1.54780 -0.78398
C 2.70109 -0.30138 0.27848
C 1.45199 0.18479 -0.39302
P 0.38218 -1.32803 -0.80791
H -2.02860 -2.74567 -0.51897
H -2.97365 -1.71250 0.81236
H -0.25158 -1.25588 1.73562
H -1.65623 1.95888 0.20473
H -2.97766 1.03452 -0.90064
H -1.47363 1.56087 -1.61724
H 2.49285 -0.25844 1.29596
H 3.01106 -1.28037 -0.04756
H 3.58434 0.24153 0.21727
H 1.58816 0.77536 -1.43297
H 1.00118 0.87341 0.24361

Atoms 1-2, force components in eV/Å:
0.445 -2.473 -0.586
-1.324 -0.177 -3.041

---

# 12
Formula: C2H7NO3
Source: the OMol25 dataset
Level of theory: ωB97M-V/def2-TZVPD

## Properties
SMILES = NCC(=O)O.O
LUMO level = -0.1 eV
total charge = 0
HOMO energy = -8.902 eV
multiplicity = 1
energy relative to the best compared isomer or geometry (same formula, charge and spin) = 159.27 kJ/mol

CARTESIAN COORDINATES (ANGSTROEM)
H -1.12599 -0.55555 0.40259
O -2.36792 -0.95506 0.53919
O -0.01217 -0.60886 0.78801
H -2.05011 -1.88207 0.48602
H -2.49223 -0.67446 1.46782
C 1.05205 -0.06132 0.20987
O 2.16580 -0.32558 0.60975
C 0.76628 0.82859 -1.03289
H 1.34913 1.72842 -0.91934
H 0.88768 0.25248 -1.97746
N -0.66262 1.21040 -1.13620
H -1.26144 0.45998 -1.33684
H -1.03360 1.74401 -0.35232

Atoms 1-2, force components in eV/Å:
3.381 0.565 0.790
-0.565 -0.343 -0.149

---

HOMO-LUMO gap (eV)
9.49 9.04 10.33 7.02 6.06 10.41 7.27 10.81 6.42 6.88 8.40 8.83